Formula: C6H12NO
Source: the Open Molecules 2025 dataset
Level of theory: ωB97M-V with the def2-TZVPD basis set

Results
HOMO in eV: -14.27
Net charge: +1
ΔE to the lowest compared entry with this formula, charge and spin in kJ/mol: 82.9
Total energy in Eh: -365.5178
E_LUMO in eV: -3.8

Cartesian coordinates (Å):
C -1.4892 -0.1620 1.1450
C -0.4914 -0.1695 -0.0149
C -1.0313 -0.7813 -1.3362
C 0.8096 -1.0114 0.3694
C 1.9015 -0.1861 -0.1699
O 2.7541 -0.6851 -0.8832
C 1.4655 1.3228 0.0692
N -0.0047 1.2423 -0.1608
H -2.4232 0.2581 0.9582
H -0.9866 0.2826 2.0011
H -1.7303 -1.1628 1.5066
H -1.9656 -0.4370 -1.7085
H -0.9616 -1.7894 -1.0556
H -0.3376 -0.6694 -2.1517
H 0.7107 -2.0171 -0.0593
H 0.8858 -1.1513 1.3987
H 1.5780 1.5756 1.0739
H 1.9651 1.9718 -0.4990
H -0.3470 1.9878 0.5948
H -0.3018 1.5816 -1.0778